26
Properties=species:S:1:pos:R:3:forces:R:3:mulliken_charge:R:1 method="wB97M-V/def2-TZVPD" e_above_lowest_kj_mol=0.0 homo_energy_ev=-8.52 smiles=CSSCCCO.O.O.O max_force_ha_per_bohr=0.0200 total_energy_ev=-34268.1657 total_charge=0
C -0.5722 2.9385 0.9472 -0.86 0.50 0.07 -0.52
S 1.0899 2.7561 0.4013 0.98 -0.23 -0.22 -0.06
S 1.9933 1.6533 1.8665 -0.26 0.15 -0.01 -0.11
C 1.4396 -0.0571 1.5800 0.04 0.43 -0.12 -0.54
C 1.9804 -0.6801 0.3050 -0.35 -0.20 -0.10 -0.36
C 1.4037 -2.0684 0.0489 0.14 0.08 0.45 -0.56
O 0.0129 -2.0539 -0.2241 0.07 -0.21 -0.22 -0.41
H -1.1143 2.0076 0.9341 -0.13 -0.42 0.16 -0.04
H -0.7022 3.4581 1.8910 0.25 -0.13 0.26 0.34
H -1.0363 3.5748 0.2008 -0.11 0.12 -0.29 0.32
H 1.8504 -0.5233 2.4688 0.06 -0.45 0.16 0.35
H 0.3514 -0.1151 1.6646 0.03 0.14 -0.06 0.15
H 3.0588 -0.7642 0.4039 0.22 0.04 -0.13 0.34
H 1.7464 -0.0644 -0.5697 0.05 0.12 0.17 0.25
H 1.8986 -2.5066 -0.8124 -0.08 -0.06 -0.19 0.35
H 1.6234 -2.7237 0.9043 -0.07 0.01 0.00 0.29
H -0.4591 -1.5533 0.4492 -0.04 0.04 0.02 0.25
O 0.0091 0.9659 -3.2784 -0.15 -0.14 -0.27 -0.62
H 0.2928 0.6694 -4.1559 -0.26 0.09 0.36 0.29
H -0.8659 0.5688 -3.1140 0.44 0.02 0.01 0.35
O -1.9969 -0.8389 -2.0343 -0.41 0.06 -0.11 -0.64
H -2.3493 -0.9858 -1.1453 0.26 -0.12 -0.20 0.31
H -1.4124 -1.5894 -2.1844 0.15 0.04 0.25 0.32
O -2.4470 -0.8063 1.0106 0.84 -0.34 -0.40 -0.63
H -2.8775 -1.2228 1.7600 -0.41 0.35 -0.07 0.27
H -2.9173 -0.0392 0.6825 -0.41 0.10 0.49 0.30